The following is a quantum chemistry calculation of a structure of composition CH2O3S at a distorted geometry, from the OMol25 dataset.

Values from the calculation:
Net charge = 0
Energy = -18044.0609 eV

Each line ends with the Mulliken charge.
Cartesian coordinates (Å):
C (-0.1723, -0.4828, 0.1408)  0.256
O (-1.0942, -0.9652, -0.6292)  -0.431
O (-3.5182, 0.7136, -0.3056)  -0.440
O (0.4448, 0.6649, -0.1046)  -0.386
S (-2.5663, -0.2150, 0.3321)  0.267
H (0.2509, -1.0447, 0.9663)  0.368
H (0.1068, 1.0659, -0.9231)  0.365

The following is a quantum chemistry calculation of a cluster of 2 separate species, CH2O3S in total at a distorted geometry, from the OMol25 dataset.

Values from the calculation:
Net charge = 0
Energy = -18045.5045 eV

Each line ends with the Mulliken charge.
Cartesian coordinates (Å):
C (-0.4714, -1.0769, -0.3638)  0.037
O (0.9231, 0.9347, 1.6288)  -0.414
O (0.7922, 1.6148, -0.7299)  -0.415
O (-1.2136, -0.1999, 0.0748)  -0.402
S (0.2181, 1.6721, 0.5930)  0.741
H (-0.9708, -2.0155, -0.9314)  0.254
H (0.7225, -0.9293, -0.2716)  0.198

- Look up the net charge of the second one.
  0

- Which of these has the lowest energy?
  number 2